# 1
21
Properties=species:S:1:pos:R:3:forces:R:3:lowdin_charge:R:1 method="wB97M-V/def2-TZVPD" de_lowest_kj_mol=346.56 homo_lumo_gap_ev=8.219 charge=0
B 0.613063 -0.261723 -1.870948 -1.260 1.490 0.127 -0.66
C -1.002721 1.505463 -0.595526 3.563 -0.087 -1.643 -0.18
C 0.135882 1.153824 -1.258101 0.724 -0.042 -0.640 0.04
C -1.755138 -0.194916 0.972824 0.692 0.206 0.003 -0.10
C -2.113516 0.608726 -0.268886 0.866 0.242 1.390 -0.68
C 0.281738 -1.465764 0.741562 1.789 -2.909 -1.262 -0.21
C 2.125247 -0.159528 1.603816 -1.980 0.838 2.538 -0.04
N -0.615996 -0.745185 1.072467 -4.371 2.649 0.881 0.08
O -0.395064 -1.190890 -2.068029 0.739 0.772 -0.041 0.15
O 1.937586 -0.291137 -2.264724 -0.924 -0.151 0.320 0.16
O 1.516842 -1.257889 0.963927 2.935 -1.759 0.174 -0.10
Cl -3.531696 1.644563 -0.069047 -0.624 -0.424 0.077 0.66
H -0.988871 2.499621 -0.229252 -0.615 0.890 0.388 0.09
H 0.963156 1.901541 -1.533618 -1.546 -0.536 1.034 0.12
H -2.399727 -0.353019 1.791528 -1.120 0.201 0.664 0.10
H -2.165979 -0.089413 -1.057748 -0.906 -0.761 -1.081 0.09
H 2.900790 0.078691 0.946994 1.358 0.875 -0.639 0.07
H 2.512360 -0.371250 2.683454 -0.744 -0.030 -2.008 0.13
H 1.326077 0.620625 1.663110 1.006 -0.067 0.052 0.10
H -0.082611 -2.079200 -2.165418 0.146 -0.960 -0.165 0.10
H 2.146466 -1.037302 -2.821018 0.272 -0.438 -0.166 0.10


# 2
19
Properties=species:S:1:pos:R:3:forces:R:3:lowdin_charge:R:1 method="wB97M-V/def2-TZVPD" de_lowest_kj_mol=284.30 smiles="BrC[C@]1(C2CC2)N=CON1" homo_lumo_gap_ev=9.873 charge=0
C -0.060081 -2.233067 0.656070 0.821 -1.664 -0.528 -0.21
C 1.648072 0.507908 -1.194386 1.866 -1.614 -0.888 -0.15
C 0.402024 1.099463 -1.683769 -0.375 1.965 0.556 -0.12
C 0.614893 0.874364 -0.187066 -2.310 -1.398 -0.471 -0.20
C -0.397610 -0.137206 0.537399 0.839 2.595 -0.965 -0.58
C -1.856556 0.417734 0.499245 0.682 3.005 2.206 -0.52
N -0.555578 -1.372687 -0.112218 0.488 -1.534 -0.882 0.11
N 0.243240 -0.388491 1.826454 -0.163 0.045 0.888 0.07
O 0.532481 -1.811827 1.786704 -0.033 -0.036 0.391 -0.03
Br -3.022595 -0.566094 1.738292 0.295 0.214 -0.634 0.62
H 0.021529 -3.341393 0.433944 -0.202 1.538 0.554 0.16
H 1.945314 -0.487911 -1.605942 -0.878 0.409 1.045 0.12
H 2.569291 1.082573 -1.221623 -0.309 0.455 0.216 0.10
H 0.410253 2.146715 -1.995379 -0.021 -0.395 -0.152 0.10
H -0.327123 0.477964 -2.171716 -0.046 -0.251 -0.024 0.10
H 0.815349 1.700960 0.479151 0.067 0.326 -0.232 0.13
H -2.181401 0.376119 -0.522650 -0.427 -0.373 -0.226 0.05
H -1.953852 1.544926 0.845372 0.397 -2.304 -0.616 0.10
H 1.152350 0.109950 1.892118 -0.692 -0.983 -0.240 0.13


# 3
17
Properties=species:S:1:pos:R:3:forces:R:3:lowdin_charge:R:1 method="wB97M-V/def2-TZVPD" de_lowest_kj_mol=126.56 smiles="CC1(C)C[C@]1(Br)C=O" homo_lumo_gap_ev=10.153 charge=0
C 1.504953 1.718037 0.285280 -0.698 -1.230 -4.524 -0.18
C 1.042994 -0.958538 0.168483 -1.384 0.646 -3.303 -0.06
C 0.896378 0.374656 -0.609940 2.913 2.379 1.031 -0.66
C -0.305366 -0.257958 -0.103027 -1.193 -1.857 1.167 -0.54
C -0.939508 0.306437 1.177682 -0.234 -0.789 0.111 -0.04
C -1.393361 -0.963657 -0.993746 3.571 1.375 -2.509 -0.04
O 2.146677 2.664241 -0.050570 0.252 -0.871 -0.536 0.08
Br 1.214283 0.505742 -2.527464 0.050 -0.143 0.839 0.72
H 1.031515 1.697542 1.178261 -1.126 -0.369 3.576 0.06
H 1.360054 -1.804916 -0.411211 -0.307 -0.196 -0.639 0.10
H 1.400529 -1.083290 1.122132 0.803 0.660 2.316 0.07
H -0.958241 1.404850 1.252901 -0.825 -0.484 -0.290 0.09
H -0.397896 -0.027842 2.064332 0.189 0.044 -0.029 0.08
H -1.895180 -0.261450 1.228625 0.185 1.283 0.321 0.09
H -1.918661 -0.136305 -1.525455 -0.233 -0.866 0.520 0.09
H -1.977085 -1.640768 -0.427741 -0.732 -0.410 0.504 0.06
H -0.812085 -1.536779 -1.828543 -1.231 0.827 1.444 0.09


# 4
19
Properties=species:S:1:pos:R:3:forces:R:3:lowdin_charge:R:1 method="wB97M-V/def2-TZVPD" de_lowest_kj_mol=150.14 smiles="N[C@]1(Cl)C=CC([NH3+])=C(Cl)C1" homo_lumo_gap_ev="7.305 / 7.556" charge=+1
C 0.838568 1.239345 0.353904 1.654 0.276 -1.774 -0.09
C 0.739203 0.903586 -0.964970 0.875 2.412 0.144 -0.11
C 0.218838 0.382486 1.262948 -3.776 -5.768 0.879 -0.18
C -0.551067 -0.975681 0.818174 4.592 6.988 1.350 -0.67
C -0.067528 -1.474222 -0.459537 -1.312 0.709 -2.590 -0.18
C 0.060037 -0.257746 -1.496579 -1.199 -1.302 3.626 -0.71
N 0.419325 -0.749182 -2.675454 0.350 0.768 -1.104 0.12
N -0.212030 0.860289 2.642141 0.685 3.752 -1.114 0.18
Cl -1.736521 -1.582521 1.750640 -1.189 -0.985 0.954 0.87
Cl -1.803308 0.526420 -1.384581 0.000 -0.297 -0.430 0.48
H 1.531355 2.110581 0.532846 -1.251 -0.942 0.499 0.15
H 1.077954 1.701238 -1.663702 -0.117 -0.992 0.272 0.14
H 0.895737 -1.906838 -0.380329 1.287 -0.408 0.314 0.13
H -0.694743 -2.241545 -0.989386 0.159 0.719 0.954 0.14
H 0.054318 -1.667835 -2.777767 -0.279 -0.460 -1.210 0.10
H 0.323676 -0.054836 -3.409583 0.185 -0.736 -0.456 0.13
H -0.962100 0.270490 2.953757 -0.438 -0.638 0.643 0.07
H -0.651931 1.853311 2.491630 0.679 -2.086 0.363 0.22
H 0.520216 1.062661 3.395849 -0.904 -1.011 -1.321 0.21


# 5
20
Properties=species:S:1:pos:R:3:forces:R:3:mulliken_spin:R:1 method="wB97M-V/def2-TZVPD" s2=2.013 multiplicity=3 de_lowest_kj_mol=76.17 homo_lumo_gap_ev="8.299 / 6.134" charge=+1
C 1.069967 -0.436407 -1.905015 0.406 2.796 -1.271 0.17
C 0.187272 0.621961 0.588770 0.106 -3.423 -0.080 0.07
C -0.989658 -1.354680 -0.912611 -0.681 1.296 2.578 -0.01
C 0.305291 1.486458 -0.826147 -1.165 -0.611 1.101 0.69
C -0.938389 -0.836599 0.559196 2.053 0.855 -0.011 0.06
C -0.253332 1.499372 1.688724 2.654 -0.520 2.109 0.06
N 0.310573 -1.376479 -1.449595 1.733 -4.807 -1.657 0.19
N 0.819822 0.863247 -1.820947 -0.071 -0.524 1.591 0.55
O 1.470754 0.049862 0.793195 -2.097 0.538 -1.957 0.11
Cl -0.100267 -2.084249 1.585527 -0.935 0.784 -0.395 0.02
Cl -2.532407 -0.360071 1.207990 0.880 -0.587 -0.643 0.01
H 2.007892 -0.568739 -2.362481 0.759 -1.280 -0.928 0.01
H -1.380906 -2.342725 -0.977198 -0.613 -0.536 0.047 0.00
H -1.651978 -0.610563 -1.287241 -0.436 0.383 -1.497 0.01
H 0.169435 2.521845 -0.603858 0.175 0.590 -0.330 0.05
H -1.205853 1.879531 1.429689 -0.768 0.991 0.190 -0.01
H 0.633921 2.271029 1.836006 -2.241 -1.170 0.066 -0.01
H -0.366047 0.772562 2.631090 0.291 1.844 -1.808 0.02
H 0.666451 -2.372249 -1.788786 -0.957 2.772 1.391 -0.01
H 1.777458 0.376894 1.613694 0.907 0.607 1.504 0.00


# 6
24
Properties=species:S:1:pos:R:3:forces:R:3:lowdin_charge:R:1 method="wB97M-V/def2-TZVPD" de_lowest_kj_mol=92.82 smiles="O=[N+]([O-])[C@]1(O)N(Cl)C=CN1C[C@@H](O)CCl" homo_lumo_gap_ev=8.469 charge=0
C 0.683027 -1.767050 -0.573680 3.407 -1.684 -0.357 -0.05
C 2.064581 -1.889331 -0.665075 -3.415 -0.227 -0.640 -0.10
C 1.602001 0.145601 0.218515 -4.207 2.714 3.692 -0.51
C -0.764077 -0.244113 0.791115 -0.913 -0.175 -0.984 -0.12
C -2.328617 1.029033 -0.761380 -2.560 -2.015 2.929 -0.50
C -2.050985 -0.281063 -0.022690 -0.465 -1.006 0.569 -0.40
N 0.366306 -0.578917 -0.027087 1.020 2.041 0.764 -0.02
N 2.570103 -0.648373 -0.227358 3.392 -1.692 -0.778 -0.42
N 1.529793 1.547517 -0.481810 1.164 0.578 -2.642 -0.28
O 2.472001 2.283449 -0.213345 -0.766 -0.063 -0.012 0.06
O 0.728877 1.738604 -1.383558 0.329 -0.039 1.044 0.09
O 1.613765 0.694032 1.582552 2.418 0.186 -0.396 -0.04
O -3.111484 -0.781036 0.827589 0.060 0.744 -0.605 -0.04
Cl -2.382336 2.347231 0.392065 -0.347 0.929 0.399 0.65
Cl 3.991778 -0.712497 0.724787 0.334 0.076 -0.097 0.76
H -0.013201 -2.491306 -0.939534 -0.422 -0.047 0.054 0.12
H 2.583221 -2.620727 -1.277177 0.288 0.466 0.403 0.11
H -0.640749 0.748704 1.072095 0.447 1.661 0.842 0.06
H -0.856548 -0.811573 1.686076 -0.021 -0.820 0.607 0.14
H -1.503023 1.142307 -1.313160 2.651 0.886 -2.793 0.01
H -3.295199 0.942313 -1.244783 0.187 0.255 -0.492 0.09
H -1.817782 -1.033276 -0.780075 -0.764 -0.119 -0.337 0.13
H 2.408894 1.386951 1.715906 -2.522 -2.378 -1.002 0.16
H -3.850335 -0.146489 0.900007 0.704 -0.270 -0.168 0.09


# 7
23
Properties=species:S:1:pos:R:3:forces:R:3:mulliken_spin:R:1 method="wB97M-V/def2-TZVPD" s2=2.020 multiplicity=3 homo_lumo_gap_ev="7.599 / 6.811" charge=+1
C 1.593324 -0.055244 0.246605 -3.354 -2.667 0.180 0.00
C 0.906897 -1.255976 0.259595 -0.972 1.703 1.530 0.41
C 0.986453 1.155237 0.231793 -0.434 0.821 -0.230 0.46
C -0.620910 -1.268551 0.423975 1.910 -0.847 0.665 0.64
C -1.222030 -0.114814 -0.164911 -0.272 1.931 -0.439 0.07
C -0.479510 1.267049 0.229625 -0.555 -1.103 1.206 0.04
N -0.844730 2.345112 -0.560774 -1.119 0.936 -0.108 0.02
N -0.710722 1.382887 1.685662 -2.876 -1.470 0.835 0.04
N -0.988565 -0.250722 -1.681060 -0.762 1.298 0.459 0.06
N 1.540210 -2.552857 0.161212 -1.483 -0.500 1.636 0.00
O -1.634759 0.495406 -2.364237 -0.288 -0.343 -0.606 0.02
O -0.067377 -0.946308 -2.040410 -0.033 -0.604 -0.676 0.02
Cl 1.832577 2.614960 0.417634 0.503 -0.213 -0.043 0.08
Cl -1.377807 -2.792562 0.607163 -0.064 0.488 -0.013 0.09
H 2.574716 -0.025672 0.219776 4.882 -0.270 -0.103 0.00
H -2.248689 0.227707 0.094492 0.326 -1.226 -0.721 0.00
H -0.106846 2.716354 -1.106271 0.419 0.380 -0.612 0.00
H -1.723273 2.365381 -1.054203 -0.063 -0.185 0.213 0.00
H -1.686112 1.041056 2.081785 2.506 1.097 -1.350 0.01
H -0.587848 2.350636 1.894063 -0.134 0.723 0.510 0.00
H 2.115175 -2.552397 -0.631407 1.386 -0.510 -1.520 0.01
H 0.745794 -3.206718 0.046155 0.244 -0.124 -0.486 0.00
H 2.004031 -2.939965 1.003736 0.231 0.683 -0.328 0.02


# 8
29
Properties=species:S:1:pos:R:3:forces:R:3:mulliken_spin:R:1 method="wB97M-V/def2-TZVPD" s2=0.967 multiplicity=2 de_lowest_kj_mol=11.59 homo_lumo_gap_ev="6.461 / 7.277" charge=+1
Pd 0.655321 -1.113943 0.236957 1.492 1.606 0.774 0.77
O 1.516064 -0.498424 -3.694181 0.060 -0.052 0.206 0.01
P 1.082503 -0.359464 -2.204114 -0.454 -0.281 -0.378 -0.01
O 2.218823 -0.506097 -1.188529 -0.574 -0.412 0.064 0.17
O 0.025014 -1.394643 -1.828920 -0.207 0.059 0.012 0.24
O 0.422122 1.076893 -2.080542 0.413 0.112 0.043 0.00
P 0.458594 1.953014 -0.685239 -0.342 0.406 -0.365 0.00
O 1.847998 2.698418 -0.748490 -0.126 -0.042 0.075 0.00
O -0.685144 2.860783 -0.682277 0.213 -0.065 0.062 -0.01
O 0.526024 0.907476 0.463434 -0.173 -0.778 -0.130 0.04
H 1.495273 0.300289 -4.233980 -0.005 0.087 -0.060 0.00
H 2.596182 2.159466 -0.466187 0.093 -0.066 0.012 0.00
Cl 1.531841 -3.535838 0.219021 -0.205 0.206 0.089 0.03
C 3.081764 -3.003312 0.945342 0.028 0.151 0.058 -0.01
Cl 2.840202 -1.466716 1.792628 0.247 -0.138 0.312 0.04
H 3.793221 -2.852284 0.143328 -0.026 -0.006 -0.041 0.00
H 3.395607 -3.754154 1.659128 -0.020 -0.044 -0.011 0.00
O -0.430977 -0.999617 1.981335 -0.033 -2.205 -0.009 -0.22
N -1.592266 -0.397571 1.718640 -0.020 1.793 -0.927 0.00
C -1.718117 0.847924 2.242303 0.415 -0.061 -0.039 -0.01
C -2.368056 1.830951 1.549763 -0.615 -0.043 0.127 0.00
C -2.927364 1.526858 0.315641 -0.098 -0.202 0.085 -0.03
C -2.858983 0.214308 -0.170490 -0.648 0.236 0.162 -0.01
C -2.239255 -0.742485 0.571241 -0.259 -0.379 0.379 -0.01
H -1.186501 0.999466 3.170679 0.184 0.050 -0.135 0.00
H -2.396642 2.836452 1.941634 -0.069 -0.041 0.072 0.00
H -3.485073 2.280349 -0.222114 0.290 0.053 -0.176 0.00
H -3.328896 -0.065249 -1.102075 -0.046 -0.004 0.030 0.00
H -2.269281 -1.802849 0.356063 0.482 0.061 -0.290 0.00


Electronic energy values (in eV) by entry order: -27197.8479; -81434.8101; -78455.3245; -34383.4386; -36428.0269; -44067.2435; -41454.5051; -71336.0882.